# 1
# H8IO4

A cluster of 5 separate species, H8IO4 in total (ωB97M-V/def2-TZVPD, the Open Molecules 2025 dataset).

Each line ends with the Löwdin charge.
Geometry (Å):
I -19.002 -5.904 -7.645  0.098
O -18.105 -4.744 -4.423  -0.119
H -18.730 -5.434 -4.219  0.001
H -17.937 -5.067 -5.310  -0.112
O -16.441 -8.147 -7.850  -0.160
H -16.948 -8.771 -8.387  0.019
H -17.143 -7.462 -7.762  -0.188
O -18.724 -8.887 -5.796  -0.132
H -19.435 -8.888 -5.135  0.026
H -18.718 -8.068 -6.291  -0.166
O -20.625 -2.756 -7.429  -0.105
H -20.771 -3.006 -8.309  -0.024
H -20.151 -3.540 -7.167  -0.136

The value obtained for the HOMO-LUMO gap is 8.37 eV. The calculation puts the energy above the lowest of the compared OMol25 structures with the same formula, charge and spin at 47.3 kJ/mol. The calculation puts the total energy at -16423.7717 eV. Its net charge is -1. The value obtained for the LUMO energy is 0.125 hartree. The calculation puts the highest occupied orbital energy at -4.97 eV.



# 2
# H8LiO4

A structure of composition H8LiO4 (ωB97M-V/def2-TZVPD, the Open Molecules 2025 dataset).

Each line ends with the Löwdin charge.
Geometry (Å):
Li 13.960 -61.167 8.854  0.727
O 14.057 -63.371 8.849  -0.133
H 13.583 -63.500 9.743  0.107
H 14.796 -64.014 8.633  0.097
O 15.525 -60.429 9.796  -0.071
H 16.235 -61.082 10.073  0.115
H 15.673 -59.580 10.096  0.020
O 12.048 -60.473 9.234  -0.206
H 12.156 -59.461 8.753  0.177
H 11.112 -60.543 9.609  0.093
O 14.079 -60.645 6.974  -0.175
H 14.042 -61.468 6.349  0.125
H 14.311 -59.768 6.493  0.123

The value obtained for the HOMO-LUMO gap is 12.38 eV. The calculation puts the energy above the lowest of the compared OMol25 structures with the same formula, charge and spin at 131.3 kJ/mol. The calculation puts the total energy at -8520.4733 eV. Its net charge is +1. The value obtained for the LUMO energy is -0.131 hartree. The calculation puts the highest occupied orbital energy at -15.95 eV.



# 3
# H8NaO4

A structure of composition H8NaO4 (ωB97M-V/def2-TZVPD, the Open Molecules 2025 dataset).

Each line ends with the Löwdin charge.
Geometry (Å):
Na 0.694 -0.135 -0.593  0.620
O -0.647 1.863 0.007  -0.037
H -0.866 1.613 0.915  0.056
H -0.513 2.820 0.037  0.075
O -0.919 -1.152 -2.138  -0.051
H -1.332 -1.337 -1.273  0.018
H -0.842 -2.004 -2.586  0.071
O 2.583 0.544 0.804  -0.042
H 3.459 0.137 0.815  0.074
H 2.734 1.486 0.955  0.071
O -1.231 -1.156 0.719  -0.033
H -2.064 -0.773 1.030  0.088
H -1.056 -1.906 1.307  0.090

The value obtained for the HOMO-LUMO gap is 12.10 eV. The calculation puts the energy above the lowest of the compared OMol25 structures with the same formula, charge and spin at 18.6 kJ/mol. The calculation puts the total energy at -12732.5540 eV. Its net charge is +1. The value obtained for the LUMO energy is -0.132 hartree. The calculation puts the highest occupied orbital energy at -15.70 eV.